55
Properties=species:S:1:pos:R:3:mulliken_charge:R:1 method="wB97M-V/def2-TZVPD" multiplicity=1 largest_force_ha_per_bohr=0.0246 smiles="N#CC1=C(N)OC2=C(C(=O)C[C@H](c3ccco3)C2)[C@H]1c1ccc(OCc2c(F)cccc2Cl)cc1" e_lumo_ev=0.4
N -1.5442 -3.9926 1.2417 -0.6130
C -0.6466 -3.3538 0.9113 -0.7531
C 0.4407 -2.5759 0.5011 -0.4541
C 1.3406 -3.0792 -0.3737 1.1192
N 1.3382 -4.3578 -0.8549 -0.5175
H 1.9110 -4.5356 -1.6628 0.2502
H 0.4783 -4.8742 -0.7757 0.2448
O 2.4289 -2.3797 -0.8134 -0.4186
C 2.6935 -1.1730 -0.2359 0.7203
C 1.8680 -0.5663 0.6307 -0.5516
C 2.2155 0.7188 1.2468 0.5165
O 1.5153 1.2457 2.0835 -0.6180
C 3.4991 1.3594 0.7585 -1.1191
C 4.5705 0.3208 0.4121 0.8854
C 5.8226 0.9865 -0.0568 -0.1790
C 7.0752 1.0390 0.4789 -0.7693
C 7.8508 1.8364 -0.3993 -0.3495
C 7.0120 2.2079 -1.4010 -0.6304
O 5.7834 1.6998 -1.2045 -0.3420
H 7.1596 2.8073 -2.2771 0.4535
H 8.8846 2.0924 -0.2933 0.4436
H 7.4051 0.5711 1.3835 0.4863
C 4.0117 -0.6136 -0.6657 -1.1413
H 3.8793 -0.0494 -1.5946 0.2591
H 4.7007 -1.4353 -0.8712 0.4131
H 4.8112 -0.2593 1.3085 0.4990
H 3.2571 1.9402 -0.1367 0.3554
H 3.8563 2.0534 1.5211 0.3904
C 0.5195 -1.1446 0.9887 0.3973
C -0.5765 -0.3212 0.3431 0.1211
C -0.6119 -0.1674 -1.0385 0.2747
C -1.6187 0.5539 -1.6406 -1.1621
C -2.6202 1.1440 -0.8696 0.5664
C -2.5803 1.0080 0.5121 -0.4533
C -1.5642 0.2786 1.1045 -0.5101
H -1.5426 0.1827 2.1793 0.4352
H -3.3241 1.4666 1.1425 0.3820
O -3.5726 1.8250 -1.5702 -0.4083
C -4.7211 2.2862 -0.8987 -0.8292
C -5.5433 1.1959 -0.2497 0.0990
C -6.0580 1.3667 1.0321 0.5756
C -6.8038 0.4043 1.6830 -0.6968
C -7.0515 -0.7927 1.0344 -0.3604
C -6.5705 -1.0015 -0.2442 -0.7491
C -5.8326 -0.0128 -0.8800 0.7184
Cl -5.2859 -0.3050 -2.4874 -0.1912
H -6.7644 -1.9278 -0.7602 0.4319
H -7.6232 -1.5631 1.5266 0.3733
H -7.1706 0.5998 2.6776 0.4435
F -5.8140 2.5292 1.6756 -0.3539
H -4.4558 3.0431 -0.1497 0.3782
H -5.3150 2.7697 -1.6833 0.2919
H -1.6578 0.6738 -2.7120 0.4621
H 0.1535 -0.6221 -1.6528 0.4041
H 0.3869 -1.1027 2.0762 0.7793